The following is a DFT calculation (ωB97M-V/def2-TZVPD) of the molecule C5H6O2.

Structure (XYZ):
```
13
Properties=species:S:1:pos:R:3:lowdin_charge:R:1
C 1.92310 -0.76101 1.34718 0.134
C 1.48337 0.26041 0.88799 -0.244
O 1.04603 1.40559 0.43597 0.010
C 0.25343 1.42203 -0.71242 -0.101
C -0.62408 0.50692 -1.10505 -0.039
C -1.06386 -0.75321 -0.38785 -0.264
O -1.65645 -0.49779 0.87076 -0.055
H 2.34926 -1.66371 1.72262 0.037
H 0.42782 2.35129 -1.24171 0.123
H -1.12800 0.75107 -2.03659 0.106
H -0.22925 -1.45870 -0.29288 0.106
H -1.83570 -1.23972 -0.98946 0.115
H -0.94566 -0.32317 1.50143 0.072
```

Calculated values
structure (SMILES)	C#CO/C=C\CO
ΔE to the lowest compared entry with this formula, charge and spin	358.2	kJ/mol
lowest unoccupied orbital energy	0.0310	Eh
spin multiplicity	1
gap between HOMO and LUMO	10.321	eV

The following is a DFT calculation (ωB97M-V/def2-TZVPD) of the molecule C5H6O2.

Structure (XYZ):
```
13
Properties=species:S:1:pos:R:3:lowdin_charge:R:1
O -3.60064 0.47267 -0.66217 0.027
C -2.51688 -0.04455 -0.50818 -0.300
C -1.69040 0.21546 0.66055 -0.083
C -0.40716 -0.05803 0.60559 -0.105
C 0.74151 -0.61671 0.73554 -0.001
C 2.15947 -0.20904 0.18322 -0.225
O 2.13541 0.81111 -0.79472 -0.056
H -2.05924 -0.70272 -1.28085 0.127
H -2.06261 0.85162 1.44835 0.116
H 0.01043 -1.36646 1.28713 0.174
H 2.84107 0.07447 1.00123 0.115
H 2.61178 -1.05602 -0.33949 0.115
H 1.78882 1.63742 -0.43239 0.096
```

Calculated values
structure (SMILES)	O=CC=C=CCO
ΔE to the lowest compared entry with this formula, charge and spin	366.3	kJ/mol
lowest unoccupied orbital energy	0.0097	Eh
spin multiplicity	1
gap between HOMO and LUMO	9.919	eV

The following is a DFT calculation (ωB97M-V/def2-TZVPD) of the molecule C5H6O2.

Structure (XYZ):
```
13
Properties=species:S:1:pos:R:3:lowdin_charge:R:1
O 1.14577 1.66492 -2.16135 0.063
C 0.20590 1.67493 -1.40967 -0.270
C 0.31969 1.93117 0.08873 -0.154
C 0.08295 0.60444 0.66088 -0.035
C -0.12527 -0.56401 0.87570 0.019
C -0.33634 -2.01498 0.99456 -0.273
O -0.73847 -2.59031 -0.23202 -0.057
H -0.81879 1.41389 -1.74560 0.131
H 1.31763 2.31617 0.31695 0.122
H -0.43680 2.65418 0.41674 0.120
H 0.58330 -2.48020 1.37809 0.120
H -1.13769 -2.22867 1.70641 0.121
H -0.06188 -2.38154 -0.88942 0.092
```

Calculated values
structure (SMILES)	O=CCC#CCO
ΔE to the lowest compared entry with this formula, charge and spin	238.2	kJ/mol
lowest unoccupied orbital energy	0.0277	Eh
spin multiplicity	1
gap between HOMO and LUMO	10.597	eV

The following is a DFT calculation (ωB97M-V/def2-TZVPD) of the molecule C5H6O2.

Structure (XYZ):
```
13
Properties=species:S:1:pos:R:3:lowdin_charge:R:1
C 2.84809 0.38115 0.25502 0.165
C 1.79213 -0.05476 -0.12826 -0.020
C 0.52849 -0.66998 -0.50396 -0.369
O 0.41887 -1.37176 -1.48997 0.113
C -0.66827 -0.42513 0.40780 -0.391
C -1.26628 0.95521 0.11748 -0.027
O -1.61552 -1.43669 0.20661 -0.016
H 3.79230 0.75388 0.59013 0.042
H -0.31696 -0.45887 1.44837 0.153
H -2.12178 1.11418 0.77948 0.086
H -1.62149 0.99202 -0.91763 0.093
H -0.54096 1.76020 0.27821 0.083
H -1.36557 -1.87586 -0.62345 0.089
```

Calculated values
structure (SMILES)	C#CC(=O)[C@@H](C)O
ΔE to the lowest compared entry with this formula, charge and spin	208.4	kJ/mol
lowest unoccupied orbital energy	-0.0023	Eh
spin multiplicity	1
gap between HOMO and LUMO	10.473	eV

The following is a DFT calculation (ωB97M-V/def2-TZVPD) of a structure of composition C5H6O2.

Structure (XYZ):
```
13
Properties=species:S:1:pos:R:3:lowdin_charge:R:1
O 2.13914 -1.43276 1.88751 -0.110
C 0.04036 -0.26055 0.15473 0.077
C 0.18241 1.20795 -0.38353 -0.239
O 0.09778 0.89139 -1.76192 -0.009
C -0.46509 -0.33363 -1.32660 -0.244
C -1.59933 -0.07180 -0.43461 -0.028
C -1.13071 1.04409 0.24551 -0.025
H 2.80050 -1.30642 1.19866 0.019
H 1.30291 -1.19162 1.43961 -0.044
H 0.92159 1.93791 -0.07244 0.158
H -0.40273 -1.18779 -1.99154 0.156
H -2.40503 -0.73508 -0.14605 0.143
H -1.48180 1.43832 1.19066 0.144
```

Calculated values
ΔE to the lowest compared entry with this formula, charge and spin	496.2	kJ/mol
lowest unoccupied orbital energy	0.0292	Eh
spin multiplicity	1
gap between HOMO and LUMO	9.843	eV

The following is a DFT calculation (ωB97M-V/def2-TZVPD) of the molecule C5H6O2S.

Structure (XYZ):
```
14
Properties=species:S:1:pos:R:3:lowdin_charge:R:1
C 2.21760 -1.06569 0.01362 0.091
C 0.99502 -0.58045 -0.11899 -0.324
C 0.44857 0.81624 -0.21617 -0.057
C -0.96972 0.68871 0.39896 -0.355
O -1.81559 1.64278 -0.21254 -0.017
C -1.26503 -0.78345 0.06929 -0.823
S -2.69347 -1.41937 -0.08082 0.833
O -0.11430 -1.44055 -0.10701 -0.010
H 2.23583 -2.16326 -0.13238 0.088
H 3.11209 -0.46670 0.12773 0.071
H 0.34903 1.10985 -1.27944 0.142
H 1.10477 1.60848 0.25764 0.148
H -0.91565 0.78020 1.50040 0.164
H -2.68917 1.27319 -0.22030 0.050
```

Calculated values
structure (SMILES)	C=C1C[C@@H](O)C(=S)O1
ΔE to the lowest compared entry with this formula, charge and spin	93.0	kJ/mol
lowest unoccupied orbital energy	0.0069	Eh
spin multiplicity	1
gap between HOMO and LUMO	9.485	eV

The following is a DFT calculation (ωB97M-V/def2-TZVPD) of the molecule C5H6O2S.

Structure (XYZ):
```
14
Properties=species:S:1:pos:R:3:lowdin_charge:R:1
O 2.97439 0.90573 -0.20683 0.070
C 1.88457 0.49041 0.04575 -0.635
S 1.45178 -1.27188 -0.15126 0.961
C -0.36197 -1.40721 0.19442 -0.424
C -1.30956 -0.21325 -0.23214 -0.146
C -0.36920 0.90841 -0.57241 -0.300
O -0.17776 2.19983 0.00395 0.064
C 0.59711 1.12128 0.48474 -0.282
H -0.66032 -2.33440 -0.28208 0.062
H -0.44720 -1.57587 1.27309 0.069
H -1.94293 -0.51931 -1.05928 0.106
H -1.95492 0.04062 0.61466 0.125
H 0.01455 0.87467 -1.60102 0.167
H 0.30146 0.78099 1.48843 0.165
```

Calculated values
structure (SMILES)	O=C1SCC[C@H]2O[C@H]12
ΔE to the lowest compared entry with this formula, charge and spin	216.4	kJ/mol
lowest unoccupied orbital energy	0.0233	Eh
spin multiplicity	1
gap between HOMO and LUMO	10.261	eV

The following is a DFT calculation (ωB97M-V/def2-TZVPD) of the molecule C5H6O2S.

Structure (XYZ):
```
14
Properties=species:S:1:pos:R:3:lowdin_charge:R:1
O -0.58461 1.89683 -0.62231 -0.092
C -1.43177 0.81832 0.02509 -0.273
C -1.12229 0.64597 1.52536 0.044
C -0.14892 -0.30659 1.70118 -0.063
C 0.45232 -0.57244 0.41994 -0.784
S 1.87635 -1.01500 -0.05537 0.882
C -0.70031 -0.30520 -0.47241 -0.506
O -0.29779 -0.20527 -1.79066 -0.099
H -0.63713 1.44072 -1.57859 0.130
H -2.63810 1.22951 -0.14104 0.221
H -1.72150 1.29321 2.17141 0.117
H 0.41553 -0.74611 2.51142 0.111
H -1.25529 -1.33980 -0.22407 0.211
H 0.57979 -0.85044 -1.74444 0.101
```

Calculated values
structure (SMILES)	O[C@@H]1C=CC(=S)[C@@H]1O
ΔE to the lowest compared entry with this formula, charge and spin	334.1	kJ/mol
lowest unoccupied orbital energy	-0.0281	Eh
spin multiplicity	1
gap between HOMO and LUMO	8.694	eV

The following is a DFT calculation (ωB97M-V/def2-TZVPD) of a structure of composition C5H6O3.

Structure (XYZ):
```
14
Properties=species:S:1:pos:R:3:lowdin_charge:R:1
C 0.13752 -1.42554 -0.77835 -0.140
C 0.62890 -0.06408 -1.18850 -0.386
C 0.43560 0.92260 0.00264 -0.266
C -0.88269 1.32421 0.31482 -0.122
C -2.01287 1.72067 0.73519 0.134
H 0.99643 -1.61558 1.27807 0.244
H -0.80933 -1.70064 -1.36112 0.146
H 0.82331 -2.28755 -1.21446 0.155
H 0.71370 1.90693 -0.37961 0.144
H 0.62505 0.16964 2.09625 0.281
H -3.14579 1.93455 0.81659 0.073
O -0.11629 -1.59849 0.72384 -0.223
O 1.13558 0.37879 -2.15580 0.147
O 1.47088 0.33449 1.11043 -0.189
```

Calculated values
ΔE to the lowest compared entry with this formula, charge and spin	697.1	kJ/mol
lowest unoccupied orbital energy	-0.0069	Eh
spin multiplicity	1
gap between HOMO and LUMO	9.321	eV

The following is a DFT calculation (ωB97M-V/def2-TZVPD) of the molecule C5H6O3.

Structure (XYZ):
```
14
Properties=species:S:1:pos:R:3:lowdin_charge:R:1
C -1.67274 1.73351 -0.33620 0.086
C -0.65516 0.76101 -0.32676 -0.150
C 0.70300 0.93501 0.63787 -0.095
C 2.16366 0.54455 0.04504 -0.179
O 2.51766 -0.59160 -0.37573 -0.008
C -1.04948 -0.67300 0.02255 -0.480
O -2.22576 -1.06906 0.31123 0.040
O -0.06184 -1.63202 -0.12448 0.023
H -1.47576 2.87928 -0.69336 0.125
H -2.66062 1.36548 -0.66383 0.070
H 0.56646 0.04524 1.34477 0.116
H 0.93791 1.91201 1.43010 0.178
H 3.01746 1.37454 0.22864 0.147
H 0.83832 -1.04165 -0.38955 0.126
```

Calculated values
structure (SMILES)	C=C(CC=O)C(=O)O
ΔE to the lowest compared entry with this formula, charge and spin	384.8	kJ/mol
lowest unoccupied orbital energy	-0.0256	Eh
spin multiplicity	1
gap between HOMO and LUMO	9.278	eV

The following is a DFT calculation (ωB97M-V/def2-TZVPD) of a structure of composition C5H6O3Rb.

Structure (XYZ):
```
15
Properties=species:S:1:pos:R:3:lowdin_charge:R:1
O 0.60252 -3.20276 -5.21563 0.241
C 1.31079 -2.82135 -4.38922 -0.396
O 2.05286 -2.41660 -3.59055 0.148
C -2.61744 1.10059 0.83095 -0.064
C -1.40003 1.30451 1.40109 -0.258
C -0.15084 0.76317 0.92252 -0.236
C 0.95320 0.45456 1.89737 -0.432
O 1.82815 -0.51678 1.59382 -0.376
H -2.71202 0.60550 -0.13949 0.035
H -3.52475 1.52988 1.25999 0.026
H -1.34865 1.95832 2.28072 0.097
H -0.26352 0.08636 0.06039 0.095
H 0.72823 0.73217 2.94917 0.104
Rb 3.52424 -1.16821 -0.85677 0.846
H 1.01728 1.59063 0.99566 0.170
```

Calculated values
ΔE to the lowest compared entry with this formula, charge and spin	145.3	kJ/mol
lowest unoccupied orbital energy (alpha / beta)	-0.0348 / -0.0388	Eh
spin multiplicity	2
⟨S²⟩	0.77
gap between HOMO and LUMO (alpha / beta)	2.596 / 5.629	eV

The following is a DFT calculation (ωB97M-V/def2-TZVPD) of a structure of composition C5H6O3Sn.

Structure (XYZ):
```
15
Properties=species:S:1:pos:R:3:lowdin_charge:R:1
O 0.22137 0.54143 -1.77305 -0.327
C -0.07399 0.41818 -0.59272 -0.563
O 0.72510 0.78369 0.37316 0.143
O -1.20658 -0.07971 -0.17399 0.106
C -1.25034 -0.05991 1.26521 -0.017
C 0.14659 0.44976 1.66059 -0.213
C 1.01386 -0.58305 2.35226 -0.247
C 1.27433 -1.80443 1.63339 0.147
Sn -0.44196 0.25346 -3.45274 1.132
H -1.44839 -1.08127 1.60829 0.151
H -2.05831 0.60873 1.57538 0.152
H 0.09739 1.37973 2.23634 0.170
H 0.64201 -0.80850 3.37053 0.139
H 2.17761 -0.38341 2.36881 0.171
H 1.87687 -1.64475 0.72436 0.057
```

Calculated values
ΔE to the lowest compared entry with this formula, charge and spin	90.9	kJ/mol
total charge	+1
lowest unoccupied orbital energy (alpha / beta)	-0.1757 / -0.1808	Eh
spin multiplicity	2
⟨S²⟩	1.76
gap between HOMO and LUMO (alpha / beta)	7.278 / 5.800	eV

The following is a DFT calculation (ωB97M-V/def2-TZVPD) of the molecule C5H6OS.

Structure (XYZ):
```
13
Properties=species:S:1:pos:R:3:lowdin_charge:R:1
C -1.91528 -0.58359 -0.57903 -0.021
C -1.70843 0.51666 0.36399 -0.397
O -2.46636 1.21328 0.96892 0.104
C -0.05865 0.77051 0.71891 -0.449
C 1.12576 0.35247 0.49392 -0.459
C 2.22694 -0.33697 -0.15326 -0.052
S 1.02649 1.93889 1.49997 0.754
H -2.93699 -0.54655 -0.94586 0.090
H -1.56018 -1.47086 0.02832 0.127
H -1.20572 -0.40006 -1.41353 0.102
H 1.81148 -1.06697 -0.73201 0.056
H 2.90911 -0.72695 0.50468 0.064
H 2.75182 0.34013 -0.75501 0.082
```

Calculated values
structure (SMILES)	CC(=O)C1=C(C)S1
ΔE to the lowest compared entry with this formula, charge and spin	284.1	kJ/mol
lowest unoccupied orbital energy	0.0207	Eh
spin multiplicity	1
gap between HOMO and LUMO	8.113	eV

The following is a DFT calculation (ωB97M-V/def2-TZVPD) of the molecule C5H6OS.

Structure (XYZ):
```
13
Properties=species:S:1:pos:R:3:lowdin_charge:R:1
C 2.04151 0.28962 1.38610 -0.078
C 0.76135 -0.55268 1.22149 -0.069
C -0.18349 -0.56137 0.31540 -0.301
C -1.31483 -1.48963 0.55162 -0.218
O -2.27241 -1.50651 -0.20288 0.040
C -0.40634 0.34730 -0.81540 -0.581
S 0.48411 1.59868 -1.29990 0.735
H 2.69485 -0.19791 2.10384 0.066
H 1.87491 1.27479 1.85896 0.091
H 2.44602 0.45443 0.39102 0.043
H 0.56552 -1.25829 2.06091 0.117
H -1.31791 -2.08507 1.48394 0.125
H -1.21915 0.08583 -1.43251 0.031
```

Calculated values
structure (SMILES)	C/C=C(/C=O)C=S
ΔE to the lowest compared entry with this formula, charge and spin	133.8	kJ/mol
lowest unoccupied orbital energy	-0.0322	Eh
spin multiplicity	1
gap between HOMO and LUMO	7.878	eV

The following is a DFT calculation (ωB97M-V/def2-TZVPD) of the molecule C5H6OS2.

Structure (XYZ):
```
14
Properties=species:S:1:pos:R:3:lowdin_charge:R:1
O -0.21600 2.31127 0.21388 0.012
C -0.62730 1.17104 0.09506 -0.639
S -2.15588 0.73514 -0.92956 0.953
C -1.73710 -0.90910 -0.66957 -0.479
C -0.78521 -1.24202 0.23019 -0.165
C -0.04015 -0.06520 0.71139 -0.382
C 1.53762 0.06401 0.41710 -0.500
S 1.84019 0.22072 -1.35584 0.729
H -2.30182 -1.65582 -1.39156 0.115
H -0.46067 -2.21835 0.56070 0.110
H -0.09146 0.22836 1.86443 0.196
H 1.90951 -0.90368 0.78845 0.075
H 1.97098 0.90010 1.05786 0.101
H 1.15732 1.36353 -1.59252 -0.124
```

Calculated values
structure (SMILES)	O=C1SC=C[C@H]1CS
ΔE to the lowest compared entry with this formula, charge and spin	92.6	kJ/mol
lowest unoccupied orbital energy	0.0149	Eh
spin multiplicity	1
gap between HOMO and LUMO	9.220	eV

The following is a DFT calculation (ωB97M-V/def2-TZVPD) of a structure of composition C5H6OS2.

Structure (XYZ):
```
14
Properties=species:S:1:pos:R:3:lowdin_charge:R:1
C -0.26435 2.07429 -0.96869 0.029
C 0.14161 0.78852 -0.16753 -0.735
C -0.45023 0.15254 1.55353 -0.206
C -1.04683 -0.03856 0.18999 -0.704
C 1.01563 -0.20275 -0.72892 -0.644
H 0.37531 3.05212 -0.76601 0.137
H -0.51552 1.63419 -2.01654 0.116
H -1.26639 2.25947 -0.54323 0.077
H 0.24946 -0.78364 1.81783 0.148
H -0.91307 0.48562 2.70601 0.203
H 0.62592 -0.25575 -1.87520 0.137
O 0.51387 1.07114 1.11272 -0.094
S -2.24744 -1.04154 -0.31434 0.738
S 2.30734 -0.93380 -0.15410 0.798
```

Calculated values
ΔE to the lowest compared entry with this formula, charge and spin	428.7	kJ/mol
lowest unoccupied orbital energy	-0.0495	Eh
spin multiplicity	1
gap between HOMO and LUMO	7.584	eV

The following is a DFT calculation (ωB97M-V/def2-TZVPD) of a structure of composition C5H6OS2.

Structure (XYZ):
```
14
Properties=species:S:1:pos:R:3:lowdin_charge:R:1
C -2.16854 0.46017 0.26772 -0.189
C -0.90327 0.46593 -0.29094 -0.153
C -2.19733 -0.05860 1.54534 -0.362
C 0.01996 -0.02845 0.57729 -0.533
C 1.63480 -0.27654 0.19553 -0.217
O 2.34278 0.79922 -0.49937 -0.438
S -0.56335 -0.40399 2.08950 1.030
S 4.37978 0.99190 -1.26890 0.602
H -2.89916 0.80396 -0.31807 0.064
H -0.74892 0.81162 -1.31290 0.125
H -2.98872 0.20154 2.20182 0.052
H 1.65904 -1.00802 -0.58014 0.085
H 2.06459 -0.65284 1.13427 0.088
H 4.47964 1.11183 0.12708 -0.154
```

Calculated values
ΔE to the lowest compared entry with this formula, charge and spin	438.9	kJ/mol
lowest unoccupied orbital energy (alpha / beta)	-0.0731 / -0.0725	Eh
spin multiplicity	1
gap between HOMO and LUMO (alpha / beta)	6.880 / 6.929	eV

| no. | energy (a.u.) |
| --- | --- |
| 1 | -344.46549 |
| 2 | -344.46238 |
| 3 | -344.51120 |
| 4 | -344.52252 |
| 5 | -344.41292 |
| 6 | -742.74947 |
| 7 | -742.70245 |
| 8 | -742.65765 |
| 9 | -419.57390 |
| 10 | -419.69285 |
| 11 | -443.77394 |
| 12 | -633.67375 |
| 13 | -667.42992 |
| 14 | -667.48719 |
| 15 | -1065.69345 |
| 16 | -1065.56544 |
| 17 | -1065.56155 |